No. 1
Density functional theory data (wB97M-V/def2-TZVPD) for a gas-phase ion, C5H9N4S (charge -1) in a non-equilibrium geometry.

ORCA input file:
```
! RIJCOSX wB97M-V def2-TZVPD def2/J DEFGRID3
* xyz -1 1
C 1.416 0.567 -0.243
C 0.660 -0.514 -0.429
C 2.656 0.782 -1.094
C -1.595 0.148 -0.778
C -1.073 -1.869 0.385
N 1.006 1.584 0.623
N 0.077 1.565 1.463
N -0.470 0.621 2.047
N -0.604 -0.896 -0.533
S -1.900 0.744 2.829
H 2.926 -0.191 -1.461
H 2.416 1.629 -1.766
H 3.536 1.058 -0.479
H -1.045 0.976 -1.264
H -2.308 -0.308 -1.402
H -2.067 0.571 0.157
H -0.674 -1.658 1.413
H -2.184 -1.813 0.369
H -0.773 -2.994 0.161
*
```

The value obtained for the highest occupied orbital energy (spin up / spin down) is -2.61 / -2.50 eV. For the gap between HOMO and LUMO (spin up / spin down), the calculation gives 0.2285 / 0.2214 hartree. The total energy comes out at -22121.605 eV.


No. 2
Density functional theory data (wB97M-V/def2-TZVPD) for a molecular structure, C2H4Ni in a non-equilibrium geometry.

ORCA input file:
```
! RIJCOSX wB97M-V def2-TZVPD def2/J DEFGRID3
* xyz 0 3
C -0.458 0.256 0.124
C 0.665 -0.407 0.486
H -0.449 1.320 -0.143
H -1.462 -0.142 0.326
H 0.495 -1.415 0.894
Ni 2.420 0.410 0.487
H -1.211 -0.023 -2.175
*
```

The value obtained for the highest occupied orbital energy (spin up / spin down) is -8.47 / -8.52 eV. The expectation value of S² is 2.010. For the gap between HOMO and LUMO (spin up / spin down), the calculation gives 0.2897 / 0.2828 hartree. The total energy comes out at -43175.371 eV.


No. 3
Density functional theory data (wB97M-V/def2-TZVPD) for C26H24F2N6O4S2 in the gas phase in a non-equilibrium geometry.

ORCA input file:
```
! RIJCOSX wB97M-V def2-TZVPD def2/J DEFGRID3
* xyz 0 1
C 1.510 6.485 -3.011
N 1.784 6.571 -1.600
S 2.663 5.295 -0.973
O 2.922 5.592 0.403
O 3.752 5.050 -1.865
C 1.516 3.912 -1.051
C 0.654 3.701 0.009
C -0.293 2.694 -0.071
C -0.369 1.906 -1.218
C 0.531 2.108 -2.261
C 1.470 3.122 -2.183
H 2.185 3.296 -2.971
H 0.481 1.461 -3.123
C -1.343 0.781 -1.327
O -1.081 -0.260 -1.898
N -2.564 1.017 -0.776
H -2.670 1.821 -0.178
C -3.439 -0.106 -0.502
C -2.811 -0.947 0.559
N -2.246 -0.453 1.622
N -1.723 -1.464 2.334
C -1.980 -2.577 1.693
N -2.674 -2.311 0.544
C -3.078 -3.243 -0.436
C -3.927 -4.283 -0.079
C -4.316 -5.204 -1.033
C -3.847 -5.062 -2.328
C -2.994 -4.035 -2.693
C -2.601 -3.118 -1.736
H -1.919 -2.318 -1.988
H -2.639 -3.965 -3.709
F -4.231 -5.953 -3.259
H -4.973 -6.022 -0.786
H -4.276 -4.371 0.938
S -1.500 -4.173 2.166
C -0.411 -3.764 3.575
H -0.915 -3.005 4.171
C 0.967 -3.318 3.086
O 1.900 -4.086 3.048
N 0.984 -2.015 2.715
C 2.013 -1.302 2.095
C 1.712 -0.023 1.625
C 2.676 0.736 0.992
C 3.942 0.203 0.829
C 4.264 -1.061 1.290
C 3.297 -1.816 1.927
H 3.528 -2.803 2.290
H 5.262 -1.445 1.150
F 4.886 0.934 0.202
H 2.463 1.728 0.626
H 0.715 0.371 1.757
H 0.094 -1.515 2.775
H -0.311 -4.696 4.129
H -4.408 0.275 -0.172
H -3.569 -0.691 -1.415
H -0.936 2.502 0.775
H 0.756 4.311 0.893
C 0.699 7.033 -0.774
H 0.454 8.061 -1.041
H -0.200 6.412 -0.883
H 1.043 7.003 0.257
H 2.401 6.086 -3.488
H 1.309 7.483 -3.401
H 0.651 5.836 -3.229
*
```

The value obtained for the highest occupied orbital energy is -8.17 eV. For the gap between HOMO and LUMO, the calculation gives 0.2952 hartree. The total energy comes out at -71588.411 eV.


No. 4
Density functional theory data (wB97M-V/def2-TZVPD) for 8 unconnected molecules or ions with the total composition C20H32Cl8O8 in a non-equilibrium geometry.

ORCA input file:
```
! RIJCOSX wB97M-V def2-TZVPD def2/J DEFGRID3
* xyz 0 1
O -11.949 -27.046 19.619
C -11.675 -25.930 19.932
O -10.986 -25.102 19.118
C -10.684 -23.883 19.794
C -10.836 -24.230 21.287
C -11.951 -25.244 21.237
H -11.386 -23.083 19.533
H -9.706 -23.472 19.554
H -10.974 -23.326 21.886
H -9.878 -24.589 21.677
H -12.914 -24.740 21.082
H -12.057 -25.945 22.056
O -12.502 -18.857 16.446
C -13.588 -18.635 15.975
O -14.710 -19.167 16.451
C -15.868 -18.728 15.731
C -15.330 -18.030 14.462
C -13.939 -17.638 14.890
H -16.496 -18.132 16.390
H -16.458 -19.590 15.421
H -15.989 -17.208 14.183
H -15.412 -18.748 13.647
H -13.874 -16.622 15.289
H -13.181 -17.631 14.102
O -9.700 -16.822 19.099
C -9.888 -15.815 19.707
O -10.740 -15.757 20.755
C -10.842 -14.431 21.280
C -10.220 -13.520 20.213
C -9.245 -14.458 19.494
H -10.321 -14.447 22.241
H -11.881 -14.168 21.476
H -9.728 -12.675 20.695
H -10.996 -13.136 19.552
H -8.374 -14.450 20.160
H -8.972 -14.284 18.463
O -13.329 -19.146 11.934
C -12.406 -19.557 12.581
O -11.300 -18.829 12.795
C -10.344 -19.520 13.622
C -10.988 -20.858 14.037
C -12.336 -20.871 13.295
H -10.102 -18.944 14.514
H -9.455 -19.617 13.002
H -11.228 -20.813 15.094
H -10.343 -21.712 13.852
H -13.147 -20.875 14.024
H -12.486 -21.689 12.594
C -10.907 -20.297 22.559
Cl -11.204 -18.645 23.152
Cl -10.432 -20.256 20.858
H -10.133 -20.779 23.144
H -11.853 -20.814 22.672
C -7.251 -18.182 20.691
Cl -6.325 -19.452 19.884
Cl -7.121 -18.360 22.457
H -6.846 -17.211 20.418
H -8.274 -18.181 20.325
C -10.836 -16.315 16.122
Cl -9.073 -16.367 16.023
Cl -11.459 -14.736 16.636
H -11.227 -16.560 15.141
H -11.213 -17.017 16.856
C -9.443 -19.640 17.503
Cl -7.914 -19.619 16.637
Cl -10.133 -21.245 17.593
H -9.282 -19.222 18.493
H -10.169 -18.985 17.028
*
```

The value obtained for the highest occupied orbital energy is -10.13 eV. For the gap between HOMO and LUMO, the calculation gives 0.3854 hartree. The total energy comes out at -137819.595 eV.


No. 5
Density functional theory data (wB97M-V/def2-TZVPD) for C2H5B in the gas phase in a non-equilibrium geometry.

ORCA input file:
```
! RIJCOSX wB97M-V def2-TZVPD def2/J DEFGRID3
* xyz 0 1
B 0.317 -0.368 -0.336
C -0.328 0.904 -0.900
C 0.032 -0.889 0.968
H 1.070 -0.792 -1.078
H 0.480 -1.764 1.482
H 0.184 1.144 -1.749
H -1.241 1.385 -0.525
H -0.436 -0.407 1.736
*
```

The value obtained for the highest occupied orbital energy (spin up / spin down) is -9.55 / -9.81 eV. For the gap between HOMO and LUMO (spin up / spin down), the calculation gives 0.3065 / 0.3248 hartree. The total energy comes out at -2827.615 eV.


No. 6
Density functional theory data (wB97M-V/def2-TZVPD) for a molecular structure, Cl2HISi in a non-equilibrium geometry.

ORCA input file:
```
! RIJCOSX wB97M-V def2-TZVPD def2/J DEFGRID3
* xyz 0 1
Si -1.068 -0.781 0.191
Cl -1.110 -1.488 2.014
Cl -0.734 -3.035 -1.222
I -3.131 0.537 -0.001
H 0.277 -0.150 -0.081
*
```

The value obtained for the highest occupied orbital energy is -10.45 eV. For the gap between HOMO and LUMO, the calculation gives 0.3285 hartree. The total energy comes out at -41041.212 eV.


No. 7
Density functional theory data (wB97M-V/def2-TZVPD) for C3H4OS in the gas phase in a non-equilibrium geometry.

ORCA input file:
```
! RIJCOSX wB97M-V def2-TZVPD def2/J DEFGRID3
* xyz 0 1
C -0.818 1.086 0.039
C -0.281 -0.458 -0.162
C 1.258 -0.978 -0.226
H -0.759 1.442 1.213
H -1.897 0.605 -0.313
H -0.264 1.919 -0.522
H 1.322 -2.142 -0.801
O -0.997 -1.421 0.498
S 2.436 -0.053 0.275
*
```

The value obtained for the highest occupied orbital energy is -9.23 eV. For the gap between HOMO and LUMO, the calculation gives 0.2943 hartree. The total energy comes out at -16054.227 eV.


No. 8
Density functional theory data (wB97M-V/def2-TZVPD) for a gas-phase ion, C5H12NO (charge -1) in a non-equilibrium geometry.

ORCA input file:
```
! RIJCOSX wB97M-V def2-TZVPD def2/J DEFGRID3
* xyz -1 1
C -0.736 2.431 -1.675
C -0.228 1.609 -0.372
N 0.021 0.224 -0.649
C -1.140 -0.516 -1.127
C 0.779 -0.364 0.527
C 0.325 -1.408 1.672
O 1.291 -2.257 1.850
H -1.378 1.862 -2.416
H 0.171 2.804 -2.239
H -1.223 3.387 -1.359
H 0.779 1.992 0.037
H -1.067 1.744 0.328
H -0.785 -1.261 -1.945
H -1.983 -0.017 -1.484
H -1.495 -1.239 -0.367
H 1.640 -0.888 0.016
H 1.438 0.370 0.927
H -0.686 -1.897 1.404
H 0.118 -0.871 2.689
*
```

The value obtained for the highest occupied orbital energy is -2.18 eV. For the gap between HOMO and LUMO, the calculation gives 0.2152 hartree. The total energy comes out at -8914.628 eV.


No. 9
Density functional theory data (wB97M-V/def2-TZVPD) for 22 unconnected molecules or ions with the total composition C39H52Br3Cl63O7S in a non-equilibrium geometry.

ORCA input file:
```
! RIJCOSX wB97M-V def2-TZVPD def2/J DEFGRID3
* xyz 0 1
C -3.613 -2.377 -3.299
O -2.562 -2.865 -4.117
C -1.510 -3.316 -3.272
C -0.212 -3.491 -4.039
C 0.320 -2.200 -4.706
C -0.116 -0.909 -4.016
C 0.440 -0.737 -2.584
C 1.430 0.438 -2.438
C 0.976 1.503 -1.411
C 1.850 1.624 -0.157
C 1.419 0.860 1.116
C 0.051 0.163 1.134
Br -0.073 -1.752 1.217
C -1.125 0.782 1.103
C -2.452 0.070 1.201
Br -1.257 2.674 0.930
O 1.404 1.747 2.273
S 1.472 0.779 3.586
O 2.264 1.490 4.536
O 0.210 0.379 4.109
O 2.266 -0.425 2.893
C 2.626 -0.022 1.527
C 3.924 0.813 1.790
O 4.733 -0.062 2.547
O 5.877 0.712 2.899
C 3.076 -1.156 0.568
C 3.049 -2.593 1.144
C 2.504 -3.567 0.076
Br 4.857 -3.208 1.580
H -4.562 -2.403 -3.833
H -3.736 -2.965 -2.388
H -3.390 -1.350 -2.975
H -1.787 -4.292 -2.863
H -1.346 -2.658 -2.407
H -0.361 -4.246 -4.816
H 0.537 -3.891 -3.348
H 1.418 -2.247 -4.670
H 0.075 -2.204 -5.770
H -1.209 -0.878 -3.996
H 0.173 -0.077 -4.668
H -0.420 -0.592 -1.923
H 0.898 -1.693 -2.307
H 2.456 0.099 -2.269
H 1.456 0.925 -3.417
H 1.039 2.466 -1.923
H -0.077 1.346 -1.205
H 1.875 2.684 0.114
H 2.868 1.379 -0.458
H -2.444 -0.647 2.020
H -2.686 -0.433 0.261
H -3.214 0.805 1.460
H 3.739 1.692 2.410
H 4.440 1.081 0.865
H 6.519 0.053 3.196
H 4.110 -0.973 0.281
H 2.487 -1.132 -0.349
H 2.448 -2.697 2.040
H 1.617 -3.134 -0.385
H 3.269 -3.697 -0.688
H 2.208 -4.519 0.518
C -6.087 -1.675 2.313
Cl -4.632 -1.617 3.306
Cl -6.920 -0.115 2.319
Cl -5.697 -2.162 0.662
H -6.755 -2.416 2.740
C -6.787 -4.975 -5.510
Cl -7.227 -4.275 -3.949
Cl -5.323 -4.219 -6.136
Cl -6.586 -6.723 -5.369
H -7.592 -4.783 -6.206
C 7.870 -2.944 4.442
Cl 8.141 -1.213 4.672
Cl 7.757 -3.329 2.724
Cl 9.147 -3.881 5.214
H 6.928 -3.203 4.907
C -2.116 4.232 -2.617
Cl -2.244 2.479 -2.493
Cl -0.504 4.742 -2.117
Cl -2.483 4.782 -4.251
H -2.834 4.674 -1.939
C -2.575 -1.949 -8.083
Cl -2.020 -3.586 -7.726
Cl -2.277 -0.875 -6.717
Cl -1.801 -1.332 -9.545
H -3.642 -1.984 -8.256
C 3.939 5.116 0.869
Cl 5.274 4.621 -0.169
Cl 2.447 5.285 -0.063
Cl 3.712 3.970 2.189
H 4.187 6.086 1.304
C -8.990 -5.342 2.682
Cl -8.694 -3.619 2.968
Cl -9.065 -5.688 0.959
Cl -7.749 -6.318 3.464
H -9.947 -5.594 3.120
C 3.329 8.991 3.448
Cl 5.007 9.533 3.424
Cl 2.231 10.344 3.170
Cl 3.069 7.720 2.246
H 3.120 8.577 4.425
C 8.517 5.662 2.234
Cl 9.344 7.007 1.445
Cl 6.833 6.076 2.570
Cl 8.629 4.199 1.257
H 9.008 5.472 3.179
C 10.603 2.094 6.208
Cl 11.937 1.634 5.148
Cl 9.058 1.948 5.368
Cl 10.609 1.120 7.678
H 10.737 3.130 6.489
C 5.602 -3.594 -3.244
Cl 5.723 -1.980 -3.944
Cl 6.074 -3.589 -1.542
Cl 3.957 -4.216 -3.430
H 6.273 -4.251 -3.782
C 2.906 13.831 2.104
Cl 3.587 13.739 0.480
Cl 3.007 15.480 2.729
Cl 1.238 13.262 2.112
H 3.487 13.187 2.752
C 1.426 -6.365 -7.489
Cl 2.077 -7.891 -8.089
Cl -0.340 -6.414 -7.454
Cl 2.081 -5.992 -5.896
H 1.725 -5.579 -8.170
C 7.338 -6.733 1.090
Cl 8.642 -7.206 -0.002
Cl 5.773 -6.870 0.293
Cl 7.381 -7.698 2.566
H 7.488 -5.697 1.364
C -7.419 -10.215 5.575
Cl -5.864 -9.390 5.447
Cl -8.739 -9.115 5.178
Cl -7.457 -11.640 4.536
H -7.546 -10.540 6.599
C -12.133 -3.740 -1.161
Cl -10.751 -4.249 -2.133
Cl -13.627 -3.818 -2.095
Cl -12.242 -4.734 0.290
H -11.975 -2.713 -0.860
C -4.358 -6.595 -3.415
Cl -4.020 -8.324 -3.301
Cl -4.158 -5.837 -1.834
Cl -3.347 -5.839 -4.652
H -5.392 -6.477 -3.714
C -8.580 2.567 4.751
Cl -8.333 4.219 4.179
Cl -8.201 2.437 6.468
Cl -10.238 2.041 4.437
H -7.909 1.917 4.205
C 1.870 18.340 0.220
Cl 2.554 18.240 -1.403
Cl 1.971 19.989 0.841
Cl 0.199 17.772 0.229
H 2.449 17.698 0.871
C 4.107 0.301 -6.908
Cl 2.981 -0.351 -5.715
Cl 5.731 0.468 -6.228
Cl 4.138 -0.709 -8.354
H 3.761 1.286 -7.191
C -8.788 3.055 10.437
Cl -7.453 2.599 9.374
Cl -10.317 3.054 9.558
Cl -8.869 1.982 11.835
H -8.605 4.060 10.794
*
```

The value obtained for the highest occupied orbital energy is -9.33 eV. For the gap between HOMO and LUMO, the calculation gives 0.3466 hartree. The total energy comes out at -1065487.403 eV.


No. 10
Density functional theory data (wB97M-V/def2-TZVPD) for 2 unconnected molecules or ions with the total composition C7H9NO2 in a non-equilibrium geometry.

ORCA input file:
```
! RIJCOSX wB97M-V def2-TZVPD def2/J DEFGRID3
* xyz 0 1
C 3.035 -0.159 -0.649
C 1.700 -0.371 -0.955
C 3.142 -0.137 0.702
C 1.054 -0.659 0.229
C -0.364 -0.840 0.335
C -2.674 -1.581 0.014
C -1.250 2.220 0.199
N -1.291 -1.613 0.324
O 1.888 -0.590 1.259
O -1.365 1.114 -0.580
H 3.818 -0.045 -1.403
H 1.147 -0.409 -1.912
H 3.913 -0.245 1.502
H -3.267 -0.584 0.002
H -3.047 -2.072 0.858
H -2.722 -1.976 -0.974
H -0.178 2.520 0.493
H -1.913 2.266 1.057
H -1.626 3.159 -0.501
*
```

The value obtained for the highest occupied orbital energy (spin up / spin down) is -7.11 / -8.03 eV. For the gap between HOMO and LUMO (spin up / spin down), the calculation gives 0.2372 / 0.2750 hartree. The total energy comes out at -12984.016 eV.


No. 11
Density functional theory data (wB97M-V/def2-TZVPD) for a molecular structure, C3H7NO in a non-equilibrium geometry.

ORCA input file:
```
! RIJCOSX wB97M-V def2-TZVPD def2/J DEFGRID3
* xyz 0 1
C -1.004 -0.026 0.028
C -0.430 -1.377 0.409
C 0.407 -0.107 0.582
N 1.380 1.634 -0.819
O 1.427 -0.064 -0.275
H -1.128 0.272 -0.943
H -1.709 0.329 0.712
H -0.929 -1.970 1.132
H -0.076 -2.032 -0.423
H 0.563 0.066 1.645
H 0.504 1.784 -0.242
H 0.995 1.491 -1.806
*
```

The value obtained for the highest occupied orbital energy is -9.77 eV. For the gap between HOMO and LUMO, the calculation gives 0.3746 hartree. The total energy comes out at -6757.744 eV.


No. 12
Density functional theory data (wB97M-V/def2-TZVPD) for 2 unconnected molecules or ions with the total composition C8H10O4S in a non-equilibrium geometry.

ORCA input file:
```
! RIJCOSX wB97M-V def2-TZVPD def2/J DEFGRID3
* xyz 0 1
C -0.494 2.258 0.249
C 0.131 1.514 1.222
C -0.250 2.083 -1.113
C 0.844 0.401 0.789
C 0.442 1.015 -1.547
C 1.016 0.169 -0.605
C 2.099 -2.131 -0.381
C 1.443 -1.161 -1.023
O -2.640 -0.139 -1.244
O -4.123 0.406 0.629
O -1.332 -2.027 0.241
O -2.551 -1.584 0.706
S -2.590 -0.010 0.215
H -1.196 3.093 0.562
H -0.093 1.635 2.295
H -0.711 2.560 -1.887
H 1.395 -0.076 1.535
H 0.858 0.893 -2.596
H 2.074 -3.041 -0.832
H 2.307 -2.026 0.663
H -4.477 -0.037 1.418
H 1.341 -1.250 -2.084
H -1.421 -2.090 -0.760
*
```

The value obtained for the highest occupied orbital energy is -8.51 eV. For the gap between HOMO and LUMO, the calculation gives 0.3267 hartree. The total energy comes out at -27477.960 eV.